The following is a quantum chemistry calculation of a molecular structure, C3H6O3Sr in a non-equilibrium geometry, from the Open Molecules 2025 dataset.

```
! RIJCOSX wB97M-V def2-TZVPD def2/J DEFGRID3
* xyz 1 2
H 0.26908 1.75728 -1.16504
O -1.60708 -0.48458 1.15987
C -1.38848 -0.12789 0.02464
O -0.34043 -0.72236 -0.57969
Sr 2.27515 -0.05261 0.50529
O -1.52869 1.12708 -0.33150
C -0.43113 2.03657 -0.36859
H 0.08889 2.06891 0.59872
H -0.84086 3.02731 -0.58213
C -0.31671 -2.16134 -0.45276
H 0.74963 -2.40863 -0.47229
H -0.73016 -2.66328 0.42537
H -0.87426 -2.53618 -1.31466
*
```

The calculation puts the energy above the lowest of the compared OMol25 structures with the same formula, charge and spin at 2.0944 eV. The value obtained for the orbital gap (alpha / beta) is 6.4 / 9.8 eV. The value obtained for the maximum force is 0.119 Eh/bohr.